# 1
Formula: C34H70NO33
Source: the Open Molecules 2025 dataset
Level of theory: ωB97M-V with the def2-TZVPD basis set

Geometry as XYZ:
```
138
Properties=species:S:1:pos:R:3
C 0.16576 -1.45370 0.12038
C -0.02271 0.10377 0.28774
C 1.33993 0.83419 0.18887
O -1.00075 0.59895 -0.55141
H 0.45409 -1.78323 -0.87780
H -0.82566 -1.87502 0.28666
H 0.86100 -1.85016 0.86037
H -0.38549 0.28539 1.29943
H 1.33064 1.87462 0.51372
H 1.81669 0.71622 -0.78421
H 2.06805 0.30911 0.80713
C -6.30330 1.54011 2.54184
O -5.13881 1.66271 3.43276
C -4.00607 2.01437 2.92112
O -3.69113 1.93135 1.68518
O -3.21183 2.11993 3.92108
C -1.77848 2.17974 3.77633
H -7.24880 1.74862 3.04249
H -6.28745 0.57259 2.04012
H -6.25506 2.29177 1.75395
H -1.33478 3.13887 3.50929
H -1.39690 1.49703 3.01713
H -1.25985 2.01563 4.72089
C -1.08922 -4.70150 1.91745
O 0.02081 -4.59923 2.80937
C 1.28525 -5.07158 2.51080
O 1.72174 -5.56896 1.44085
O 1.94727 -5.01572 3.65297
C 3.34111 -5.43165 3.82217
H -0.95765 -5.65335 1.40290
H -1.08615 -4.04211 1.04952
H -2.03667 -4.66442 2.45511
H 3.75692 -4.82241 4.62467
H 3.94442 -5.25292 2.93212
H 3.39057 -6.51291 3.95078
C 0.55265 -1.78746 5.04046
O 0.32157 -0.49378 4.45373
C 1.44054 0.31923 4.29879
O 2.60646 0.14521 4.60109
O 1.02545 1.42699 3.62111
C 1.97020 2.36723 3.19303
H 1.33950 -2.28980 4.47778
H -0.33366 -2.42123 5.01069
H 0.82837 -1.67712 6.08923
H 2.53195 2.81344 4.01366
H 1.34354 3.13290 2.73571
H 2.46006 2.00073 2.29091
C -5.83864 -3.71580 -3.53304
O -5.25739 -2.45723 -3.38724
C -4.05077 -2.26643 -2.75119
O -3.52233 -1.19389 -2.50873
O -3.50541 -3.48690 -2.42829
C -2.30698 -3.45646 -1.63665
H -6.25932 -4.02389 -2.57585
H -5.14100 -4.47380 -3.88919
H -6.62683 -3.65790 -4.28370
H -1.83467 -4.43638 -1.56764
H -2.59386 -3.17271 -0.62408
H -1.47604 -2.81405 -1.92814
C -0.14300 -0.57141 -4.08173
O -0.21832 0.49750 -4.95218
C -1.30493 1.24591 -4.97009
O -2.23926 1.32693 -4.17822
O -1.32348 2.03016 -6.08707
C -0.35898 2.12391 -7.10027
H 0.84291 -0.97900 -4.30527
H -0.93597 -1.28860 -4.29366
H -0.15537 -0.26173 -3.03672
H -0.46097 3.11235 -7.54824
H -0.64471 1.42291 -7.88453
H 0.63845 1.85585 -6.75185
C -2.39817 -1.47804 2.73492
O -3.56788 -2.11110 2.36129
C -4.22386 -1.66782 1.22339
O -3.93136 -0.65679 0.58195
O -5.35854 -2.41423 1.16770
C -6.30936 -2.35709 0.13012
H -1.72546 -1.71298 1.91008
H -2.03896 -1.90080 3.67319
H -2.32953 -0.39108 2.77872
H -6.89353 -1.44404 0.24499
H -7.04484 -3.16149 0.14057
H -5.78736 -2.36671 -0.82671
C 1.15364 2.59089 -2.85200
O 0.69089 3.88055 -3.22644
C -0.62170 4.35269 -3.01427
O -1.55917 3.67213 -2.60688
O -0.66881 5.58449 -3.47250
C -1.74056 6.50619 -3.26860
H 0.27839 1.99600 -2.59090
H 1.82524 2.72470 -2.00397
H 1.70205 2.04248 -3.61788
H -2.34384 6.16061 -2.42911
H -2.26575 6.65480 -4.21209
H -1.33164 7.46969 -2.96437
C 8.06130 -2.78257 3.30131
O 6.75717 -2.38955 3.54737
C 5.82319 -2.54315 2.54106
O 6.07454 -2.96968 1.38433
O 4.62292 -2.27583 3.08384
C 3.45602 -2.34404 2.21536
H 8.56330 -2.96069 4.25229
H 8.53000 -1.96783 2.74937
H 8.22070 -3.73048 2.78736
H 3.72739 -1.73848 1.35062
H 2.50663 -1.92718 2.55147
H 3.22951 -3.34609 1.85112
C -4.61444 5.95421 1.19367
O -3.17853 6.23888 1.07942
C -2.37849 5.27497 0.56417
O -2.81445 4.23078 0.01777
O -1.04166 5.54291 0.84759
C -0.01113 4.56616 0.78470
H -4.90527 5.02487 1.68341
H -5.02715 6.10484 0.19614
H -5.05697 6.67298 1.88334
H 0.26445 4.23388 -0.21616
H -0.39368 3.72803 1.36721
H 0.88131 4.96694 1.26535
C 5.45633 0.43812 -0.64765
O 4.63508 1.38040 -1.22867
C 4.93127 1.68429 -2.49051
O 5.81835 1.24186 -3.19054
O 4.09328 2.60981 -2.91517
C 4.06872 2.95023 -4.27703
H 6.37361 0.84050 -0.21777
H 5.61524 -0.49043 -1.19595
H 4.86834 -0.02669 0.14375
H 3.41464 3.81469 -4.39110
H 3.75923 2.09499 -4.87777
H 5.00827 3.39521 -4.60467
C 3.23155 -2.81591 -1.80103
N 3.54858 -2.16966 -3.11776
O 4.06173 -2.82479 -3.95573
O 3.27165 -1.01663 -3.30595
H 2.71580 -3.74144 -2.05692
H 2.62339 -2.05598 -1.31037
H 4.20114 -2.87724 -1.30683
```

Orbital gap: 4.7 eV
HOMO energy: -2.64 eV
Net charge: -1
F_max: 0.150 hartree/bohr
Multiplicity: 1

Atomic partial charges in e from the Löwdin method, atoms 1 to 99:
1 C -0.0667
2 C -0.6230
3 C -0.0704
4 O -0.2564
5 H 0.0464
6 H 0.0227
7 H 0.0449
8 H 0.0806
9 H 0.0507
10 H 0.0544
11 H 0.0392
12 C 0.0048
13 O 0.0120
14 C -0.6364
15 O 0.0847
16 O 0.0297
17 C -0.0207
18 H 0.0841
19 H 0.0822
20 H 0.0902
21 H 0.0848
22 H 0.0724
23 H 0.0885
24 C -0.0372
25 O -0.0309
26 C -0.5383
27 O 0.0693
28 O -0.0251
29 C -0.0008
30 H 0.0901
31 H 0.0662
32 H 0.1018
33 H 0.0998
34 H 0.0829
35 H 0.0955
36 C -0.0332
37 O -0.0299
38 C -0.5088
39 O 0.1193
40 O -0.0569
41 C -0.0519
42 H 0.0743
43 H 0.0818
44 H 0.0955
45 H 0.1055
46 H 0.0683
47 H 0.0803
48 C -0.0898
49 O -0.0249
50 C -0.5217
51 O 0.1640
52 O -0.0467
53 C -0.0361
54 H 0.0839
55 H 0.0917
56 H 0.0924
57 H 0.0897
58 H 0.0761
59 H 0.0827
60 C -0.0519
61 O -0.0314
62 C -0.5567
63 O 0.1468
64 O -0.0274
65 C -0.0719
66 H 0.0812
67 H 0.0995
68 H 0.0863
69 H 0.0894
70 H 0.0842
71 H 0.0892
72 C -0.0632
73 O -0.0317
74 C -0.4979
75 O 0.1530
76 O -0.0292
77 C -0.0393
78 H 0.0676
79 H 0.0857
80 H 0.0847
81 H 0.0935
82 H 0.0910
83 H 0.0763
84 C -0.0586
85 O -0.0464
86 C -0.5231
87 O 0.1348
88 O -0.0118
89 C -0.0219
90 H 0.0814
91 H 0.0800
92 H 0.0787
93 H 0.0900
94 H 0.0928
95 H 0.0856
96 C -0.0921
97 O -0.0203
98 C -0.4983
99 O 0.0695

=====

# 2
Formula: C34H71BMnN3P2SSbSi3
Source: the Open Molecules 2025 dataset
Level of theory: ωB97M-V with the def2-TZVPD basis set

Geometry as XYZ:
```
117
Properties=species:S:1:pos:R:3
Mn -0.74954 -0.98746 1.22398
C -0.89612 1.25205 4.12975
C -0.06959 0.11310 4.75120
C -0.98372 -0.70748 5.66764
C 1.06545 0.72062 5.57923
P 0.49526 -0.91149 3.27379
C 1.98380 0.03165 2.73994
N 2.09030 -0.10186 1.31015
B 1.16662 -0.71030 0.37786
N 1.86807 -0.70181 -0.89388
C 1.62865 -1.43827 -2.14133
P 0.24171 -0.81899 -3.26295
C -0.66247 -2.42700 -3.83778
C -0.04955 -3.72965 -3.31651
C -2.08787 -2.27246 -3.26398
C -0.81534 -2.57498 -5.35401
C 1.32066 -0.15044 -4.68237
C 0.43555 0.58925 -5.69442
C 2.21600 0.91052 -4.01027
C 2.19250 -1.17663 -5.41344
C 3.12793 -0.12833 -0.68909
C 4.18751 0.09477 -1.55776
C 5.33167 0.71563 -1.07341
C 5.43822 1.10152 0.25774
C 4.39771 0.86264 1.14337
C 3.25195 0.25554 0.65303
C 1.23958 -2.55175 3.82741
C 2.17303 -2.44024 5.03033
C 2.02612 -3.09022 2.62230
C 0.10096 -3.52986 4.14150
H -1.07736 2.02889 4.87665
H -1.86457 0.88499 3.78955
H -0.38489 1.70628 3.27810
H -1.54970 -0.02594 6.30694
H -0.41387 -1.37193 6.31681
H -1.69889 -1.30713 5.10200
H 0.62396 1.19366 6.45925
H 1.61382 1.49162 5.03802
H 1.77645 -0.02582 5.92751
H 2.87854 -0.35683 3.23251
H 1.86910 1.07964 3.02050
H 1.44912 -2.47908 -1.89639
H 2.54147 -1.38952 -2.72942
H -0.09930 -3.81514 -2.23237
H 0.98419 -3.86104 -3.64249
H -0.62711 -4.56543 -3.71934
H -2.07741 -1.77321 -2.29875
H -2.55403 -3.25253 -3.13728
H -2.71043 -1.68697 -3.94217
H 0.12030 -2.84586 -5.83680
H -1.21811 -1.67823 -5.82108
H -1.52700 -3.38295 -5.54218
H -0.06597 1.43809 -5.22757
H -0.31654 -0.05018 -6.15040
H 1.06539 0.97198 -6.50205
H 1.73863 1.33132 -3.12084
H 2.41553 1.72747 -4.70702
H 3.17888 0.50295 -3.71154
H 1.64862 -1.66210 -6.21985
H 2.58228 -1.94874 -4.74695
H 3.04611 -0.66719 -5.86858
H 4.15786 -0.20861 -2.59374
H 6.16178 0.88909 -1.74483
H 6.34480 1.57798 0.60540
H 4.48231 1.13723 2.18777
H 2.96387 -1.70437 4.87840
H 2.65224 -3.40995 5.17880
H 1.63604 -2.19477 5.94629
H 2.94586 -2.52790 2.44993
H 1.43265 -3.04706 1.70843
H 2.28814 -4.13464 2.79555
H -0.47008 -3.23772 5.02210
H 0.51665 -4.52214 4.32723
H -0.58145 -3.62424 3.29638
S -1.36957 -3.03595 0.70061
C -0.48794 -4.44258 0.73231
N 0.09306 -5.44115 0.74367
C -3.42843 -0.94752 2.78282
Si -3.52248 0.37815 1.41559
C -4.24990 1.95829 2.13843
C -4.58470 -0.37000 0.04780
Sb -1.26723 1.01885 -0.03874
Si 0.15019 3.28510 0.52991
C 1.23472 3.49084 2.07322
C -1.10059 4.70094 0.57582
C 1.38111 3.25758 -0.90904
Si -2.54490 2.10077 -2.07539
C -1.38290 3.25694 -2.99792
C -3.31485 0.85986 -3.26025
C -3.92555 3.13430 -1.32010
H -4.28143 -1.61923 2.66399
H -3.49052 -0.50858 3.77898
H -2.53986 -1.58323 2.75610
H -5.26989 1.74559 2.46952
H -4.30153 2.74686 1.38859
H -3.68752 2.33304 2.99379
H -5.56052 -0.65027 0.45168
H -4.12293 -1.27237 -0.35972
H -4.74955 0.32803 -0.77184
H 0.70632 3.39986 3.02201
H 1.64609 4.50269 2.02781
H 2.07775 2.79915 2.05512
H -1.80691 4.57382 1.39787
H -1.66718 4.79657 -0.34958
H -0.56241 5.63728 0.73981
H 1.51144 2.24168 -1.28779
H 2.35726 3.60074 -0.56191
H 1.07678 3.89735 -1.73740
H -0.44618 2.77501 -3.27508
H -1.15523 4.15255 -2.41998
H -1.87988 3.57601 -3.91718
H -2.59750 0.10009 -3.55430
H -3.64620 1.38265 -4.16096
H -4.18281 0.36198 -2.82688
H -3.57783 3.76610 -0.50235
H -4.74744 2.52124 -0.95085
H -4.32528 3.78893 -2.09863
```

Orbital gap (alpha / beta): 6.2 / 6.3 eV
HOMO energy (alpha / beta): -10.02 / -10.02 eV
Net charge: +1
F_max: 0.033 hartree/bohr
Multiplicity: 1

Atomic partial charges in e from the Löwdin method, atoms 1 to 99:
1 Mn -0.1961
2 C -0.1035
3 C -0.6532
4 C -0.0821
5 C -0.0687
6 P 1.1306
7 C -0.2733
8 N -0.0264
9 B -0.5776
10 N 0.0166
11 C -0.2603
12 P 1.1523
13 C -0.6638
14 C -0.0968
15 C -0.1357
16 C -0.0926
17 C -0.6959
18 C -0.0984
19 C -0.1029
20 C -0.0783
21 C -0.1729
22 C -0.0234
23 C -0.0775
24 C -0.0886
25 C -0.0176
26 C -0.1893
27 C -0.6551
28 C -0.0760
29 C -0.0820
30 C -0.0844
31 H 0.1050
32 H 0.0316
33 H 0.0305
34 H 0.0973
35 H 0.0775
36 H 0.0631
37 H 0.0981
38 H 0.0783
39 H 0.0678
40 H 0.1009
41 H 0.0601
42 H 0.0759
43 H 0.0657
44 H 0.0554
45 H 0.0859
46 H 0.0926
47 H 0.0303
48 H 0.0933
49 H 0.0615
50 H 0.0685
51 H 0.0628
52 H 0.0944
53 H 0.0630
54 H 0.0542
55 H 0.0926
56 H 0.0428
57 H 0.0957
58 H 0.0409
59 H 0.0656
60 H 0.0762
61 H 0.0914
62 H 0.0835
63 H 0.1065
64 H 0.1042
65 H 0.1099
66 H 0.0755
67 H 0.0992
68 H 0.0711
69 H 0.0895
70 H 0.0334
71 H 0.1011
72 H 0.0663
73 H 0.0992
74 H 0.0349
75 S 0.6729
76 C -0.7803
77 N 0.1124
78 C -0.2150
79 Si 0.4341
80 C -0.1990
81 C -0.2115
82 Sb 1.0209
83 Si 0.4728
84 C -0.1946
85 C -0.2129
86 C -0.1986
87 Si 0.3848
88 C -0.2039
89 C -0.2010
90 C -0.2121
91 H 0.0519
92 H 0.0308
93 H -0.0409
94 H 0.0463
95 H 0.0035
96 H 0.0269
97 H 0.0482
98 H 0.0308
99 H -0.0107